1.
ORCA calculation (wB97M-V/def2-TZVPD) on 2 unconnected molecules or ions with the total composition C7H15N3.

Each line ends with the Löwdin charge.
Atoms and positions in Å:
C 5.006 -0.324 -0.314  0.273
C -0.537 -1.405 0.086  -0.090
C -2.038 -1.095 0.268  -0.124
C -1.057 0.969 -0.177  -0.046
C 1.319 0.329 0.227  -0.183
C 0.023 -0.078 -0.309  -0.342
C -3.559 0.808 0.139  0.069
N 2.420 0.105 -0.317  0.120
N 5.810 0.254 0.380  0.153
N -2.300 0.157 -0.409  -0.179
H -0.072 -1.975 0.923  0.152
H -0.164 -1.942 -0.801  0.136
H -2.596 -1.956 -0.177  0.164
H -2.395 -1.016 1.319  0.157
H -1.238 1.322 0.912  0.173
H -1.130 1.818 -0.879  0.163
H 1.148 0.658 1.250  0.141
H 0.316 -0.285 -1.382  0.161
H -3.120 1.124 1.167  0.142
H -3.607 1.721 -0.407  0.100
H -4.417 0.229 0.180  0.094
H 2.296 -0.447 -1.147  0.066
H 5.391 1.082 0.879  0.192
H 6.867 0.040 0.058  0.258
H -2.363 -0.091 -1.470  0.248

Atoms 1-6, force components in eV/Å:
C -1.8610 -2.1013 -1.9320
C 0.4358 -1.0845 0.7497
C -0.1845 -3.6235 0.4402
C -1.6363 0.7117 1.1796
C -0.9169 -0.3962 1.9771
C 1.4094 1.1795 -3.0757

The value obtained for the total energy is -11950.7715 eV. For the frontier orbital gap (alpha / beta), the calculation gives 8.43 / 8.43 eV. The LUMO energy (alpha / beta) is -8.822 / -8.821 eV. The charge is +2.



2.
ORCA calculation (wB97M-V/def2-TZVPD) on a single C7H15N3O2S molecule.

Each line ends with the Löwdin charge.
Atoms and positions in Å:
C -1.364 -0.259 -1.380  -0.551
C -0.224 1.010 1.903  -0.043
C -1.236 2.286 -0.077  -0.072
C 2.535 -0.829 -1.122  -0.046
C 2.033 -2.526 0.632  -0.107
C -0.180 1.228 0.372  -0.332
C 1.741 -1.102 0.212  -0.456
N -2.656 0.015 -1.036  -0.182
N -0.414 -0.065 -0.324  -0.071
N 0.372 -1.119 -0.234  0.062
O -1.123 -0.532 -2.535  0.094
O -4.676 0.974 -0.167  -0.531
S -3.529 0.272 0.426  0.936
H -1.203 0.578 2.197  0.072
H 0.514 0.409 2.270  0.016
H -0.029 2.030 2.367  0.112
H -2.167 2.253 0.567  0.052
H -1.411 2.150 -1.069  0.037
H -0.770 3.286 0.067  0.099
H 2.973 0.172 -1.134  0.059
H 3.358 -1.550 -1.124  0.059
H 1.797 -0.913 -2.026  0.114
H 3.090 -2.983 0.522  0.099
H 1.483 -3.081 -0.106  0.059
H 1.666 -2.966 1.618  0.089
H 0.753 1.678 0.014  0.139
H 2.035 -0.396 1.034  0.126
H -3.366 -0.020 -1.865  0.168

Atoms 1-6, force components in eV/Å:
C -0.1306 0.9272 -0.5174
C -1.6015 2.9565 -0.9469
C 0.9007 0.6990 3.9739
C -0.7990 0.2084 -0.4404
C 0.9137 -2.7229 0.8066
C -1.1751 0.2583 0.0879

The value obtained for the total energy is -26898.4562 eV. For the frontier orbital gap (alpha / beta), the calculation gives 9.31 / 6.17 eV. The LUMO energy (alpha / beta) is 0.522 / -1.298 eV.



3.
ORCA calculation (wB97M-V/def2-TZVPD) on a gas-phase ion, C7H15N4 (charge +1).

Each line ends with the Löwdin charge.
Atoms and positions in Å:
C -0.852 -1.097 2.186  -0.349
C 1.015 -1.008 -0.037  -0.223
C -1.321 -0.123 -0.408  -0.102
C 1.454 0.013 0.906  0.281
C -1.363 0.794 0.855  -0.107
C 1.461 0.453 -2.831  -0.059
C 0.295 -0.449 -2.376  -0.190
N -0.859 -2.234 2.120  0.251
N 0.037 -0.465 -0.921  -0.175
N -1.008 0.949 3.148  0.135
N -0.797 0.147 2.062  -0.171
H 1.873 -1.253 -0.682  0.160
H 0.633 -1.821 0.619  0.122
H -1.761 -1.178 -0.182  0.164
H -1.784 0.559 -1.084  0.116
H 1.732 -0.325 1.827  0.078
H 1.271 0.983 0.539  0.097
H -0.917 1.790 0.622  0.143
H -2.434 1.034 0.939  0.140
H 1.682 0.395 -3.848  0.056
H 1.129 1.496 -2.864  0.082
H 2.294 0.229 -2.126  0.080
H -0.593 -0.058 -2.803  0.101
H 0.574 -1.547 -2.572  0.155
H -1.210 1.902 2.905  0.109
H -0.553 0.816 4.006  0.105

Atoms 1-6, force components in eV/Å:
C -0.8846 -3.2904 0.5106
C -0.1726 0.9139 -0.6698
C 1.9382 -1.7626 1.6380
C -2.2258 -0.9197 -2.0120
C -0.6686 -0.5207 -1.7147
C -0.9953 0.3207 2.3662

The value obtained for the total energy is -13449.5456 eV. For the frontier orbital gap (alpha / beta), the calculation gives 6.61 / 6.48 eV. The LUMO energy (alpha / beta) is -6.059 / -6.136 eV. The charge is +1.



4.
ORCA calculation (wB97M-V/def2-TZVPD) on 2 unconnected molecules or ions with the total composition C7H15NO.

Each line ends with the Löwdin charge.
Atoms and positions in Å:
C -0.960 0.760 0.992  -0.352
C -1.821 -0.715 -0.995  -0.053
C -0.186 0.760 2.304  -0.091
C -0.709 2.029 0.179  -0.079
C -0.846 -0.624 0.130  -0.392
N -0.226 -1.629 0.542  0.128
H -2.027 0.741 1.248  0.127
H 0.325 -1.543 1.390  0.050
H -1.506 -0.046 -1.793  0.064
H -1.838 -1.728 -1.392  0.083
H -2.817 -0.404 -0.691  0.083
H 0.886 0.816 2.118  0.078
H -0.963 2.904 0.779  0.076
H -0.494 1.603 2.922  0.079
H -0.401 -0.133 2.892  0.072
H -1.317 2.058 -0.723  0.074
H 0.347 2.134 -0.066  0.070
C 2.276 -1.607 -1.337  -0.057
C 1.778 -0.202 -1.380  -0.315
O 0.881 0.150 -2.125  0.018
H 2.495 0.561 -1.018  0.118
H 1.765 -2.103 -0.504  0.056
H 3.355 -1.666 -1.210  0.074
H 2.002 -2.116 -2.261  0.089

Atoms 1-6, force components in eV/Å:
C -0.2560 -1.2942 -0.8575
C 0.4817 0.0523 -0.6177
C -0.1481 -0.3043 -0.2986
C 0.0323 -0.0892 0.2811
C -1.0010 2.3627 2.2779
N 0.3653 -1.4013 -0.3628

As for the SMILES: [H]/N=C(/C)C(C)C.CC=O. The value obtained for the total energy is -11038.8889 eV. For the frontier orbital gap, the calculation gives 10.19 eV. The LUMO energy is 0.936 eV.



5.
ORCA calculation (wB97M-V/def2-TZVPD) on 2 unconnected molecules or ions with the total composition C7H15NO2.

Each line ends with the Löwdin charge.
Atoms and positions in Å:
C 1.621 1.078 -0.723  -0.056
C 0.376 1.258 0.139  -0.449
C -0.471 2.430 -0.337  -0.059
N -0.415 0.013 0.140  -0.057
C -0.594 -1.509 -2.494  -0.386
O -0.786 -2.496 -3.176  0.038
C 0.170 -1.082 0.884  -0.337
C 0.309 -0.994 2.379  -0.105
C -0.692 -1.936 1.758  -0.094
H 1.342 0.885 -1.769  0.074
H 2.234 1.988 -0.685  0.085
H 2.241 0.245 -0.368  0.078
H 0.703 1.471 1.172  0.132
H -0.803 2.277 -1.374  0.086
H -1.364 2.555 0.292  0.082
H 0.116 3.357 -0.296  0.086
H 0.402 -1.022 -2.468  0.121
H 0.975 -1.588 0.349  0.140
H 1.209 -1.408 2.835  0.102
H -0.084 -0.099 2.865  0.103
H -1.747 -1.669 1.834  0.107
H -0.490 -3.007 1.781  0.105
H -1.415 0.154 0.453  0.155
O -1.614 -0.789 -1.941  -0.013
H -1.221 -0.110 -1.251  0.062

Atoms 1-6, force components in eV/Å:
C 0.1259 -0.0223 -0.0692
C 0.0410 0.0417 0.5608
C -0.1546 -0.0145 -0.1208
N -1.2762 0.8503 0.8524
C -1.4858 0.2083 -1.3608
O 0.2763 0.9680 1.1589

As for the SMILES: CC(C)NC1CC1.O=CO. The value obtained for the total energy is -13086.2915 eV. For the frontier orbital gap, the calculation gives 10.19 eV. The LUMO energy is 0.722 eV.



6.
ORCA calculation (wB97M-V/def2-TZVPD) on a gas-phase ion, C7H15NO4PS (charge -1).

Each line ends with the Löwdin charge.
Atoms and positions in Å:
C 1.996 -1.948 0.147  -0.088
O 3.023 -0.982 0.318  -0.189
C 2.905 0.138 -0.542  -0.241
C 2.095 1.266 0.099  -0.167
C 0.614 1.310 -0.309  -0.180
C -0.354 1.059 0.867  -0.139
C -1.316 -0.095 0.614  -0.309
C -1.654 -0.833 1.928  -0.721
O -1.670 -2.094 1.817  -0.092
O -1.855 -0.146 2.934  -0.040
N -2.552 0.290 -0.126  -0.324
O -2.583 1.652 -0.517  -0.106
P -2.789 -0.678 -1.502  0.359
S -1.943 -0.122 -3.170  0.047
H 1.217 -1.605 -0.521  0.070
H 2.411 -2.881 -0.221  0.078
H 1.538 -2.154 1.106  0.089
H 3.917 0.499 -0.695  0.106
H 2.502 -0.163 -1.505  0.116
H 2.234 1.159 1.167  0.109
H 2.594 2.191 -0.171  0.096
H 0.432 2.283 -0.750  0.100
H 0.426 0.594 -1.095  0.069
H 0.249 0.736 1.701  0.106
H -0.851 1.960 1.189  0.108
H -0.777 -0.809 0.001  0.075
H -3.322 2.008 -0.020  0.098
H -2.305 -1.917 -1.071  0.002
H -4.181 -0.715 -1.675  -0.033

Atoms 1-6, force components in eV/Å:
C 0.1169 0.0530 0.4889
O -0.0465 -0.2253 -0.3682
C 0.2520 0.1503 0.6948
C 0.1059 -0.2493 -0.6887
C -0.0207 0.5111 0.6571
C 0.4191 -0.3646 -0.5807

As for the SMILES: COCCCC[C@@H](C(=O)[O-])N(O)[PH2]=S. The value obtained for the total energy is -37306.0196 eV. For the frontier orbital gap, the calculation gives 7.77 eV. The LUMO energy is 3.099 eV. The charge is -1.



7.
ORCA calculation (wB97M-V/def2-TZVPD) on a molecular structure, C7H16AlO7P.

Each line ends with the Löwdin charge.
Atoms and positions in Å:
Al 8.565 23.877 11.831  0.999
O 6.851 16.626 9.904  0.299
C 7.166 17.858 10.158  -0.686
O 6.855 18.759 9.362  0.311
O 7.729 18.269 11.231  0.334
H 6.261 17.031 9.264  0.147
C 19.185 21.942 11.408  -0.034
C 17.922 22.200 10.575  -0.266
O 17.017 21.272 11.108  -0.180
P 15.806 20.474 10.361  0.516
O 14.417 20.975 10.219  -0.180
O 16.513 20.155 8.970  -0.127
C 15.734 19.906 7.815  -0.279
C 15.796 21.087 6.898  -0.037
O 15.815 19.028 11.124  -0.146
C 14.714 18.026 11.037  -0.148
C 15.365 16.606 10.785  -0.031
H 19.962 22.706 11.366  0.088
H 18.769 21.748 12.397  0.088
H 19.669 21.064 10.982  0.084
H 17.462 23.169 10.768  0.124
H 18.025 22.196 9.490  0.118
H 16.034 18.974 7.337  0.138
H 14.719 19.669 8.134  0.106
H 15.199 20.909 6.004  0.097
H 15.531 22.021 7.394  0.091
H 16.855 21.065 6.644  0.094
H 14.273 18.165 12.024  0.134
H 14.097 18.293 10.179  0.104
H 14.865 15.786 11.302  0.077
H 15.287 16.262 9.754  0.079
H 16.349 16.615 11.253  0.086

Atoms 1-6, force components in eV/Å:
Al -0.0124 0.1187 0.0411
O 0.5585 1.2296 0.6919
C 1.5717 -0.3371 2.6447
O 0.6197 1.1545 0.6920
O -0.5994 0.1262 -1.8110
H -2.1289 -2.2497 -2.2480

The value obtained for the total energy is -37714.1157 eV. For the frontier orbital gap, the calculation gives 1.67 eV. The LUMO energy is -13.237 eV. The charge is +2.



8.
ORCA calculation (wB97M-V/def2-TZVPD) on a molecular structure, C7H16ClFeIN2O3P.

Each line ends with the Löwdin charge.
Atoms and positions in Å:
C -2.846 1.931 -3.755  0.009
C -2.404 0.800 -3.012  -0.202
H -3.579 1.668 -4.549  0.161
H -1.951 2.378 -4.247  0.154
H -3.327 2.653 -3.074  0.090
O -2.208 -0.348 -2.857  0.240
I -2.855 1.831 -0.208  0.785
Fe -0.559 1.134 -0.572  -0.070
P 1.157 -0.406 -0.707  0.758
C 0.934 -2.104 -0.172  -0.220
C 0.927 -0.339 -2.486  -0.223
H 3.061 0.977 -0.138  0.030
H 3.472 -0.370 -1.295  0.068
H 3.232 -0.753 0.458  0.075
C 2.934 -0.095 -0.376  -0.188
H 0.334 0.535 -2.768  0.015
H 1.921 -0.240 -2.917  0.072
H 1.609 -2.745 -0.745  0.083
H -0.109 -2.392 -0.340  0.056
H 0.475 -1.273 -2.814  0.074
H 1.185 -2.124 0.896  0.056
C -1.183 -0.312 0.816  -0.313
O -1.947 -1.165 1.005  0.121
Cl 0.845 2.537 0.326  0.184
N 0.439 -1.241 4.672  0.189
C 0.188 -0.324 3.684  -0.564
N -0.268 0.888 4.136  0.182
O 0.365 -0.577 2.460  -0.080
H 0.413 -0.969 5.640  0.117
H 0.908 -2.098 4.447  0.117
H -0.498 1.585 3.437  0.106
H -0.664 0.957 5.055  0.115

Atoms 1-6, force components in eV/Å:
C -0.0322 1.6542 -0.4115
C -0.4931 -6.0416 0.2671
H 0.4325 -0.4921 0.4161
H -0.4496 -0.0593 0.3208
H 0.3928 -0.1505 -0.3267
O -0.4881 5.1639 -0.4907

The value obtained for the total energy is -80923.5560 eV. For the frontier orbital gap (alpha / beta), the calculation gives 6.40 / 6.33 eV. As for the multiplicity: 6. The LUMO energy (alpha / beta) is -9.033 / -9.474 eV. As for the expectation value of S²: 8.7842. The charge is +2.



9.
ORCA calculation (wB97M-V/def2-TZVPD) on 2 unconnected molecules or ions with the total composition C7H16FN2O6S2.

Each line ends with the Löwdin charge.
Atoms and positions in Å:
C 2.629 0.621 0.023  -0.023
C 1.921 1.794 -0.522  -0.471
O 2.055 2.945 -0.250  0.155
O 0.922 1.450 -1.492  -0.084
C -0.385 1.763 -1.045  -0.209
C -1.359 0.741 -1.618  -0.146
N -1.800 -0.420 -0.744  -0.443
S -0.404 -1.037 0.264  1.026
C -2.314 -1.513 -1.740  -0.235
N -1.421 -2.605 -1.925  0.022
C -2.919 -0.004 0.176  -0.145
C -2.586 0.278 1.629  -0.222
F -2.537 -0.913 2.334  -0.048
H 1.951 -0.087 0.487  0.023
H 3.192 0.130 -0.776  0.113
H 3.343 0.884 0.816  0.078
H -0.436 1.860 0.042  0.123
H -0.670 2.738 -1.457  0.134
H -2.264 1.265 -1.936  0.128
H -0.896 0.333 -2.517  0.133
H 0.493 -0.928 -0.723  -0.064
H -3.246 -1.896 -1.331  0.122
H -2.541 -0.993 -2.671  0.126
H -0.819 -2.493 -2.729  0.093
H -1.930 -3.471 -2.007  0.093
H -3.695 -0.770 0.172  0.126
H -3.372 0.901 -0.235  0.134
H -1.667 0.845 1.777  0.110
H -3.411 0.873 2.033  0.132
O 5.107 -1.888 3.528  -0.487
S 4.849 -0.461 3.213  0.184
O 4.239 0.235 4.375  -0.491
O 3.872 -0.398 2.060  -0.508
O 6.097 0.221 2.787  -0.481

Atoms 1-6, force components in eV/Å:
C 0.6036 0.5637 -0.3681
C 0.2247 0.2219 0.2330
O -0.2406 0.0249 -0.0724
O -0.5450 -0.7196 0.3427
C 0.1443 0.5193 -0.4094
C 0.1341 0.5315 -0.1311

The value obtained for the total energy is -47166.7634 eV. For the frontier orbital gap, the calculation gives 2.27 eV. The LUMO energy is 0.657 eV. The charge is -1.